(P)
ORCA calculation (ωB97M-V/def2-TZVPD) on a cluster of 2 separate species, CHN3O2 in total.

Geometry as XYZ:
```
7
Properties=species:S:1:pos:R:3
N 1.687 1.390 -1.335
N 2.005 1.261 -0.265
O 2.160 1.000 0.861
N -2.195 -1.134 0.333
C -1.008 -1.038 0.093
O 0.110 -1.069 -0.263
H -2.759 -0.410 0.575
```

Its spin multiplicity is 1. Its frontier orbital gap is 11.8862 eV. As for the structure (SMILES): N#[N+][O-].N=C=O. Its lowest unoccupied orbital energy is 0.0214 Ha. The net charge is 0.

---

(Q)
ORCA calculation (ωB97M-V/def2-TZVPD) on a cluster of 2 separate species, CHN3O2 in total.

Geometry as XYZ:
```
7
Properties=species:S:1:pos:R:3
N 0.914 0.498 0.101
N 1.706 -0.274 0.020
O 2.503 -1.098 -0.058
N -1.561 -0.424 -0.035
C -1.199 0.722 -0.018
O -1.271 1.876 -0.023
H -1.091 -1.300 0.012
```

Its spin multiplicity is 1. Its frontier orbital gap is 11.5054 eV. As for the structure (SMILES): N#[N+][O-].N=C=O. Its lowest unoccupied orbital energy is 0.0250 Ha. The net charge is 0.

---

(R)
ORCA calculation (ωB97M-V/def2-TZVPD) on the molecule CHN3O2.

Geometry as XYZ:
```
7
Properties=species:S:1:pos:R:3
O -1.061 2.018 -0.964
C -0.970 0.859 -0.862
N -0.288 -0.096 -0.261
N -0.666 -1.398 -0.588
N -1.586 -1.387 -1.390
O -2.012 -0.227 -1.758
H 0.458 0.022 0.405
```

Its spin multiplicity is 1. Its frontier orbital gap is 11.2495 eV. As for the structure (SMILES): O=c1[nH]nno1. Its lowest unoccupied orbital energy is 0.0162 Ha. The net charge is 0.

---

Stability ranking, top entry: (P); the second entry is 0.0223 hartree less favorable.

---

(P)
ORCA calculation (ωB97M-V/def2-TZVPD) on a cluster of 2 separate species, C4H8N2O2S in total.

Geometry as XYZ:
```
17
Properties=species:S:1:pos:R:3
C 1.419 0.670 -1.502
C 0.825 1.867 -1.052
N 0.419 2.974 -1.053
O -0.280 3.876 -0.777
H 1.493 0.007 -0.618
H 2.374 0.783 -1.980
H 0.769 0.108 -2.182
C -0.597 -1.114 1.894
S -0.631 0.692 1.802
C -1.369 0.741 0.256
N -1.586 -0.256 -0.533
O -1.912 -0.157 -1.801
H 0.184 -1.400 2.496
H -0.509 -1.335 0.839
H -1.491 -1.677 2.120
H -1.649 1.723 -0.131
H -1.991 0.802 -2.008
```

Its spin multiplicity is 1. Its frontier orbital gap is 9.3707 eV. As for the structure (SMILES): CC#[N+][O-].CS/C=N/O. Its lowest unoccupied orbital energy is 0.0243 Ha. The net charge is 0.

---

(Q)
ORCA calculation (ωB97M-V/def2-TZVPD) on a cluster of 2 separate species, C4H8N2O2S in total.

Geometry as XYZ:
```
17
Properties=species:S:1:pos:R:3
C 3.053 -0.171 -0.401
N 1.667 -0.213 -0.171
C 1.070 -0.969 0.592
N -0.242 -1.299 0.717
O -1.106 -0.990 1.589
H 3.176 -0.184 -1.518
H 3.437 0.821 -0.032
H 3.503 -0.960 0.154
H 1.521 -1.629 1.281
C -1.122 1.569 -0.212
S -2.354 0.855 0.879
C -3.092 -0.307 -0.260
O -2.696 -0.564 -1.353
H -1.566 1.765 -1.202
H -0.531 0.623 -0.402
H -0.801 2.500 0.213
H -3.919 -0.847 0.126
```

Its spin multiplicity is 1. Its frontier orbital gap (spin up / spin down) is 8.2268 / 8.2271 eV. As for the structure (SMILES): C/N=C/N=O.CSC=O. Its lowest unoccupied orbital energy (spin up / spin down) is -0.0279 / -0.0278 Ha. The net charge is 0.

---

Stability ranking, top entry: (Q); the second entry is 0.0044 hartree less favorable.

---

(P)
ORCA calculation (ωB97M-V/def2-TZVPD) on a structure of composition C28H34O4TeTl.

Geometry as XYZ:
```
68
Properties=species:S:1:pos:R:3
Tl -0.142 -0.115 -1.306
O -2.545 1.266 -0.155
C -2.294 1.686 1.190
C -1.355 0.641 1.872
O -1.296 0.717 3.098
O -0.734 -0.145 1.106
C -3.640 1.711 1.903
C -4.340 2.882 2.151
C -5.616 2.846 2.709
C -6.205 1.632 3.018
C -5.513 0.452 2.763
C -4.246 0.492 2.210
C -1.545 3.013 1.211
C -1.001 3.537 0.044
C -0.259 4.714 0.068
C -0.047 5.378 1.263
C -0.574 4.851 2.438
C -1.311 3.679 2.414
H -3.135 1.915 -0.556
H -3.891 3.839 1.914
H -6.145 3.772 2.900
H -7.195 1.602 3.456
H -5.963 -0.504 3.001
H -3.707 -0.430 2.020
H -1.136 3.010 -0.891
H 0.164 5.098 -0.852
H 0.536 6.290 1.287
H -0.398 5.350 3.383
H -1.688 3.247 3.332
C -2.419 -4.403 -0.929
Te -1.940 -2.597 0.112
C -0.164 -3.307 1.046
H -1.564 -5.074 -0.872
H -2.616 -4.175 -1.974
H -3.289 -4.874 -0.481
H -0.063 -4.360 0.789
H -0.262 -3.185 2.121
H 0.679 -2.735 0.665
C 3.929 -0.538 1.188
C 3.616 0.510 0.117
C 2.362 1.298 0.508
C 3.592 -0.107 -1.270
C 4.521 0.329 -2.208
C 4.649 -0.265 -3.456
C 3.845 -1.360 -3.743
C 2.899 -1.834 -2.842
C 2.136 -3.098 -3.191
C 2.408 -4.217 -2.182
C 0.627 -2.910 -3.367
C 2.711 -1.173 -1.598
O 1.764 -1.546 -0.769
H 3.961 -0.077 2.179
H 4.894 -1.014 0.997
H 3.156 -1.307 1.188
H 4.449 1.222 0.102
H 1.543 0.632 0.785
H 2.034 1.958 -0.300
H 2.563 1.924 1.381
H 5.176 1.154 -1.940
H 5.376 0.095 -4.173
H 3.960 -1.876 -4.692
H 2.532 -3.426 -4.158
H 2.047 -3.921 -1.197
H 3.478 -4.421 -2.107
H 1.903 -5.140 -2.483
H 0.136 -2.821 -2.397
H 0.191 -3.770 -3.884
H 0.403 -2.015 -3.952
```

Its spin multiplicity is 1. Its frontier orbital gap is 6.5434 eV. Its lowest unoccupied orbital energy is 0.0829 Ha. The net charge is -1.

---

(Q)
ORCA calculation (ωB97M-V/def2-TZVPD) on a structure of composition C28H34O4TeTl.

Geometry as XYZ:
```
68
Properties=species:S:1:pos:R:3
Tl -1.057 -0.401 -2.114
O -2.001 0.470 0.329
C -2.088 1.894 0.427
C -0.941 2.511 -0.517
O -1.038 3.717 -0.728
O -0.085 1.698 -0.974
C -3.475 2.305 -0.048
C -3.717 2.752 -1.341
C -5.014 2.994 -1.772
C -6.089 2.784 -0.921
C -5.856 2.345 0.375
C -4.560 2.113 0.806
C -1.830 2.363 1.847
C -1.926 3.723 2.143
C -1.618 4.187 3.410
C -1.233 3.303 4.410
C -1.162 1.950 4.129
C -1.449 1.482 2.853
H -2.640 0.078 0.937
H -2.886 2.930 -2.010
H -5.189 3.342 -2.783
H -7.103 2.953 -1.264
H -6.687 2.176 1.050
H -4.387 1.785 1.826
H -2.204 4.407 1.354
H -1.667 5.250 3.615
H -0.990 3.668 5.400
H -0.857 1.247 4.896
H -1.361 0.423 2.646
C 3.267 0.261 2.603
Te 1.906 0.917 1.043
C 3.519 1.566 -0.216
H 4.264 0.649 2.398
H 3.312 -0.825 2.627
H 2.936 0.637 3.571
H 4.249 2.111 0.379
H 3.096 2.230 -0.968
H 3.987 0.710 -0.698
C 2.698 -2.217 -4.239
C 2.991 -1.287 -3.054
C 2.141 -0.009 -3.148
C 2.845 -2.048 -1.749
C 4.000 -2.357 -1.047
C 3.974 -3.120 0.110
C 2.748 -3.584 0.560
C 1.564 -3.298 -0.101
C 0.282 -3.895 0.453
C -0.731 -2.832 0.883
C -0.349 -4.878 -0.540
C 1.576 -2.494 -1.282
O 0.477 -2.231 -1.945
H 2.848 -1.699 -5.192
H 1.664 -2.560 -4.179
H 3.354 -3.089 -4.210
H 4.042 -0.988 -3.126
H 1.205 -0.217 -3.668
H 2.664 0.767 -3.711
H 1.912 0.388 -2.158
H 4.954 -1.993 -1.417
H 4.889 -3.355 0.641
H 2.710 -4.191 1.461
H 0.555 -4.461 1.350
H -1.116 -2.316 0.008
H -0.249 -2.094 1.527
H -1.570 -3.288 1.419
H -0.602 -4.355 -1.462
H -1.256 -5.327 -0.122
H 0.354 -5.679 -0.778
```

Its spin multiplicity is 1. Its frontier orbital gap is 6.5856 eV. Its lowest unoccupied orbital energy is 0.0901 Ha. The net charge is -1.

---

Stability ranking, top entry: (P); the second entry is 0.0095 hartree less favorable.

---

(P)
ORCA calculation (ωB97M-V/def2-TZVPD) on a structure of composition C12H33N3O3Rb.

Geometry as XYZ:
```
52
Properties=species:S:1:pos:R:3
Rb -1.219 0.292 2.329
C -2.237 0.381 -1.915
C -3.284 1.250 -1.279
C -4.681 0.751 -1.672
O -5.768 1.544 -1.277
C -5.642 2.890 -1.661
N -3.082 1.367 0.174
H -1.235 0.677 -1.589
H -2.236 0.405 -3.002
H -2.337 -0.657 -1.571
H -3.144 2.272 -1.646
H -4.820 -0.274 -1.327
H -4.717 0.696 -2.770
H -6.603 3.392 -1.602
H -5.397 2.932 -2.735
H -4.861 3.436 -1.131
H -3.437 0.505 0.584
H -3.561 2.154 0.588
C 2.966 2.986 0.766
C 1.897 1.984 0.323
C 2.305 1.228 -0.940
O 2.608 2.067 -2.004
C 1.478 2.646 -2.616
N 1.448 1.101 1.411
H 3.579 3.357 -0.052
H 3.633 2.529 1.511
H 2.625 3.845 1.356
H 0.990 2.548 0.076
H 1.553 0.453 -1.145
H 3.197 0.636 -0.705
H 0.963 3.335 -1.941
H 0.815 1.879 -3.034
H 1.795 3.225 -3.485
H 2.231 0.630 1.868
H 1.160 1.718 2.169
C 2.372 -2.212 0.532
C 1.475 -2.870 1.555
C 2.311 -3.740 2.511
O 3.026 -4.753 1.836
C 2.202 -5.826 1.421
N 0.677 -1.877 2.307
H 2.906 -2.969 -0.041
H 3.114 -1.614 1.071
H 1.784 -1.613 -0.162
H 0.735 -3.473 1.018
H 1.689 -4.210 3.285
H 3.033 -3.121 3.051
H 2.879 -6.654 1.210
H 1.731 -5.622 0.443
H 1.371 -6.017 2.104
H 1.356 -1.207 2.680
H 0.359 -2.402 3.127
```

Its spin multiplicity is 1. Its frontier orbital gap is 8.7906 eV. Its lowest unoccupied orbital energy is -0.1209 Ha. The net charge is +1.

---

(Q)
ORCA calculation (ωB97M-V/def2-TZVPD) on a structure of composition C12H33N3O3Rb.

Geometry as XYZ:
```
52
Properties=species:S:1:pos:R:3
Rb -1.267 0.112 1.022
C -1.711 0.539 -4.215
C -0.997 0.070 -2.953
C 0.246 0.887 -2.707
O 1.147 0.643 -3.759
C 2.354 1.349 -3.601
N -1.880 0.178 -1.725
H -1.015 0.968 -4.928
H -2.453 1.308 -3.974
H -2.283 -0.280 -4.654
H -0.732 -0.983 -3.029
H 0.715 0.591 -1.757
H -0.021 1.953 -2.667
H 2.858 1.070 -2.662
H 2.196 2.434 -3.590
H 3.010 1.085 -4.426
H -2.410 1.039 -1.873
H -2.596 -0.532 -1.884
C -2.559 -3.986 4.408
C -1.728 -3.154 3.423
C -2.040 -3.584 2.007
O -1.273 -2.839 1.081
C -1.193 -3.469 -0.182
N -1.959 -1.699 3.527
H -2.165 -5.001 4.487
H -3.591 -4.053 4.062
H -2.503 -3.553 5.405
H -0.660 -3.324 3.576
H -3.115 -3.456 1.786
H -1.852 -4.657 1.874
H -0.646 -4.415 -0.111
H -0.650 -2.804 -0.851
H -2.194 -3.682 -0.575
H -1.705 -1.360 4.452
H -2.968 -1.541 3.509
C 0.275 3.327 -0.057
C 1.224 2.349 0.614
C 2.650 2.794 0.487
O 3.477 1.785 1.012
C 4.843 1.976 0.705
N 0.758 2.146 1.994
H -0.718 2.879 -0.158
H 0.597 3.617 -1.058
H 0.161 4.262 0.498
H 1.069 1.381 0.129
H 2.785 3.724 1.061
H 2.881 2.990 -0.568
H 5.392 1.154 1.157
H 5.215 2.934 1.081
H 5.006 1.947 -0.380
H 0.509 3.047 2.397
H 1.519 1.833 2.593
```

Its spin multiplicity is 1. Its frontier orbital gap is 9.9328 eV. Its lowest unoccupied orbital energy is -0.0945 Ha. The net charge is +1.

---

Stability ranking, top entry: (Q); the second entry is 0.0506 hartree less favorable.